90
Properties=species:S:1:pos:R:3 method="wB97M-V/def2-TZVPD" relative_energy_kj_mol=104.3 total_charge=0 smiles="O=C1OCCO1.O=C1OCCO1.O=C1OCCO1.O=C1OCCO1.O=C1OCCO1.O=C1OCCO1.O=C1OCCO1.O=C1OCCO1.O=C1OCCO1" homo_ev=-10.27 lumo_ha=-0.001
O -2.669 -1.313 -3.642
C -1.581 -1.366 -4.068
O -1.260 -1.149 -5.371
C 0.158 -1.291 -5.541
C 0.702 -1.213 -4.103
O -0.466 -1.549 -3.331
H 0.439 -2.220 -6.042
H 0.488 -0.461 -6.164
H 0.961 -0.176 -3.872
H 1.505 -1.915 -3.904
O 1.055 -0.626 2.466
C 0.523 -0.318 1.436
O -0.625 0.423 1.453
C -0.925 0.883 0.120
C 0.246 0.353 -0.728
O 1.039 -0.371 0.213
H -1.832 0.378 -0.196
H -0.957 1.965 0.022
H 0.808 1.113 -1.258
H -0.158 -0.342 -1.468
O 2.308 -0.765 6.050
C 1.431 -0.093 5.648
O 1.536 1.169 5.193
C 0.246 1.702 4.958
C -0.641 0.465 4.879
O 0.139 -0.522 5.549
H -0.017 2.450 5.706
H 0.231 2.230 4.001
H -0.897 0.148 3.875
H -1.546 0.649 5.462
O -4.710 -1.647 -1.728
C -4.096 -2.337 -1.004
O -4.314 -3.660 -0.859
C -3.447 -4.220 0.128
C -2.810 -2.964 0.761
O -3.156 -1.913 -0.115
H -3.895 -4.886 0.857
H -2.728 -4.774 -0.475
H -1.738 -3.079 0.918
H -3.204 -2.795 1.771
O 2.281 2.190 1.021
C 3.194 2.708 0.492
O 3.370 4.024 0.372
C 4.504 4.271 -0.454
C 5.168 2.895 -0.579
O 4.190 1.990 -0.080
H 4.222 4.612 -1.454
H 5.112 5.050 -0.007
H 6.079 2.934 0.022
H 5.410 2.604 -1.593
O 3.428 -3.917 2.864
C 3.743 -2.786 2.749
O 4.130 -2.230 1.582
C 4.519 -0.876 1.796
C 4.365 -0.670 3.306
O 3.922 -1.955 3.772
H 5.531 -0.680 1.440
H 3.861 -0.212 1.242
H 3.582 0.036 3.575
H 5.307 -0.386 3.771
O 0.688 2.251 -3.240
C -0.319 2.885 -3.253
O -0.511 4.112 -3.793
C -1.720 4.671 -3.259
C -2.500 3.396 -2.941
O -1.460 2.460 -2.665
H -1.539 5.245 -2.349
H -2.257 5.241 -4.008
H -3.059 3.051 -3.821
H -3.272 3.380 -2.174
O -0.608 -4.758 -2.848
C 0.204 -4.525 -2.030
O 1.526 -4.765 -2.182
C 2.255 -4.457 -0.982
C 1.181 -3.782 -0.084
O -0.049 -4.116 -0.769
H 2.543 -5.384 -0.484
H 3.050 -3.760 -1.222
H 1.338 -2.706 -0.043
H 1.131 -4.171 0.925
O -5.315 1.363 -1.568
C -5.124 1.672 -0.464
O -4.086 1.235 0.261
C -4.043 1.902 1.567
C -5.467 2.530 1.604
O -5.945 2.461 0.274
H -4.017 0.988 2.155
H -3.206 2.583 1.673
H -5.443 3.540 2.003
H -6.036 1.892 2.284



80
Properties=species:S:1:pos:R:3 method="wB97M-V/def2-TZVPD" relative_energy_kj_mol=64.6 total_charge=-2 homo_ev=-1.91 lumo_ha=0.123
Pb 2.123 -0.205 -0.254
S 3.077 1.349 4.280
As 3.568 1.501 2.243
S 4.236 -0.554 1.660
S 1.690 1.906 1.145
S 4.836 3.042 1.661
C -3.557 3.251 6.109
O -3.825 2.794 4.812
C -3.820 1.458 4.627
C -3.771 0.535 5.657
C -3.917 -0.812 5.338
C -3.986 -1.290 4.049
C -3.936 -0.333 2.988
C -3.855 1.002 3.303
N -4.234 -2.725 3.924
N -3.754 -3.392 3.005
C -2.805 -2.841 2.091
C -3.112 -2.917 0.757
C -2.352 -2.315 -0.224
C -1.122 -1.683 0.045
O -0.359 -1.101 -0.800
C -0.711 -1.743 1.442
N 0.536 -1.258 1.685
C 0.926 -1.121 2.928
C 0.092 -1.442 4.005
C -1.131 -2.005 3.793
C -1.571 -2.234 2.472
H -3.433 4.320 6.018
H -2.650 2.788 6.487
H -4.362 3.017 6.828
H -3.682 0.860 6.693
H -3.970 -1.552 6.135
H -3.937 -0.641 1.959
H -3.845 1.744 2.500
H -4.032 -3.444 0.484
H -2.671 -2.368 -1.262
H 1.910 -0.750 3.137
H 0.455 -1.236 5.007
H -1.746 -2.319 4.620
O 2.931 -0.870 -5.199
C 2.821 -1.898 -4.245
C 4.076 -2.035 -3.321
C 5.107 -2.780 -4.193
O 6.371 -2.920 -3.610
C 3.767 -2.898 -2.080
Se 2.192 -2.594 -1.002
C 4.636 -0.664 -2.957
Se 3.349 0.766 -2.472
H 2.907 -0.031 -4.699
H 2.624 -2.832 -4.758
H 1.967 -1.701 -3.612
H 5.188 -2.318 -5.181
H 4.756 -3.818 -4.321
H 6.609 -2.084 -3.203
H 4.648 -2.942 -1.439
H 3.620 -3.954 -2.389
H 5.211 -0.251 -3.784
H 5.342 -0.763 -2.113
C 1.120 4.053 -2.009
C 0.466 2.967 -2.902
P 0.051 1.436 -2.002
C -1.356 1.918 -0.912
C -2.383 2.855 -1.499
C -0.702 0.375 -3.330
C -1.142 1.027 -4.648
H 1.349 4.922 -2.608
H 2.009 3.690 -1.524
H 0.416 4.354 -1.222
H 1.192 2.668 -3.647
H -0.412 3.410 -3.397
H -0.988 2.308 0.038
H -1.776 0.945 -0.646
H -1.960 3.789 -1.841
H -3.180 3.075 -0.785
H -2.853 2.406 -2.386
H -1.533 -0.103 -2.846
H 0.025 -0.374 -3.564
H -1.914 1.799 -4.546
H -1.526 0.282 -5.325
H -0.325 1.499 -5.171



73
Properties=species:S:1:pos:R:3 method="wB97M-V/def2-TZVPD" total_charge=0 smiles="CCB(CCCS(=O)(=O)O)P(CC)CC.Fc1ccccc1.Fc1ccccc1.Fc1ccccc1" homo_ev=-8.08 lumo_ha=0.003
C -0.579 -4.194 1.308
C 0.496 -3.560 0.401
B 0.265 -3.867 -1.130
C 0.049 -2.766 -2.242
C 0.075 -1.276 -1.868
C -1.282 -0.576 -1.774
S -2.392 -1.295 -0.588
O -2.670 -2.654 -0.934
O -1.953 -0.929 0.722
O -3.719 -0.432 -0.813
P 0.095 -5.691 -1.655
C 0.214 -5.736 -3.508
C -1.087 -5.315 -4.211
C 1.668 -6.576 -1.185
C 2.965 -5.780 -1.049
H -0.421 -3.906 2.349
H -1.585 -3.883 1.029
H -0.547 -5.284 1.247
H 1.461 -3.977 0.706
H 0.553 -2.488 0.611
H 0.828 -2.954 -2.994
H -0.881 -3.007 -2.767
H 0.630 -0.717 -2.626
H 0.605 -1.110 -0.927
H -1.159 0.449 -1.418
H -1.795 -0.553 -2.739
H -4.052 -0.543 -1.719
H 0.446 -6.773 -3.756
H 1.054 -5.138 -3.873
H -1.017 -4.302 -4.608
H -1.319 -5.973 -5.050
H -1.943 -5.342 -3.532
H 1.789 -7.314 -1.983
H 1.477 -7.152 -0.278
H 3.830 -6.445 -1.008
H 3.102 -5.104 -1.897
H 2.977 -5.178 -0.141
F -4.321 3.945 0.570
C -4.671 3.114 1.581
C -5.500 3.591 2.575
C -5.836 2.731 3.613
C -5.345 1.433 3.641
C -4.513 0.985 2.624
C -4.170 1.829 1.578
H -5.866 4.607 2.532
H -6.484 3.084 4.404
H -5.610 0.772 4.456
H -4.121 -0.024 2.636
H -3.532 1.494 0.774
F 2.687 2.290 2.611
C 1.550 2.972 2.333
C 1.536 4.337 2.532
C 0.372 5.033 2.235
C -0.744 4.364 1.753
C -0.695 2.989 1.565
C 0.459 2.274 1.855
H 2.420 4.836 2.903
H 0.344 6.106 2.379
H -1.652 4.906 1.522
H -1.564 2.463 1.198
H 0.514 1.202 1.725
F 6.651 7.499 0.150
C 5.762 6.493 0.003
C 5.593 5.600 1.042
C 4.677 4.570 0.881
C 3.951 4.450 -0.296
C 4.143 5.365 -1.321
C 5.057 6.401 -1.180
H 6.170 5.718 1.950
H 4.526 3.857 1.682
H 3.232 3.650 -0.407
H 3.578 5.278 -2.240
H 5.225 7.128 -1.963



In the order shown, the computed energy values come out to -3081.99307, -10681.93916, -2340.71919 a.u..